1 | The following is a DFT calculation (ωB97M-V/def2-TZVPD) of a 2-piece molecular cluster, C6H9N overall.

Output
**HOMO energy (spin up / spin down)**: -0.272 / -0.272 Ha
**LUMO (spin up / spin down)**: 0.24 / 0.24 eV

The geometry in ORCA input format:
```
! RIJCOSX wB97M-V def2-TZVPD def2/J DEFGRID3
* xyz 0 1
C 1.774 0.631 -0.134
N 0.712 -0.069 -0.315
C 0.031 -0.992 0.599
C -1.281 -0.250 0.847
C -1.279 1.005 -0.024
C -0.546 0.117 -1.077
C -1.120 -1.125 -0.366
H 2.224 1.193 -0.946
H 2.512 -1.295 1.043
H 2.195 0.691 0.862
H 1.777 -1.500 1.163
H -1.860 -0.426 1.748
H -0.702 1.881 0.312
H -2.283 1.306 -0.334
H -0.493 0.373 -2.138
H -1.639 -2.005 -0.725
*
```

=====

2 | The following is a DFT calculation (ωB97M-V/def2-TZVPD) of one molecule with the formula C6H9N.

Output
**HOMO energy**: -0.328 Ha
**LUMO**: 1.04 eV
**Structure (SMILES)**: CC#CCN1CC1

The geometry in ORCA input format:
```
! RIJCOSX wB97M-V def2-TZVPD def2/J DEFGRID3
* xyz 0 1
C 3.121 0.495 0.138
C 1.792 0.470 -0.467
C 0.685 0.036 -0.674
C -0.317 -1.025 -0.443
N -1.480 -0.707 0.382
C -2.623 -0.071 -0.232
C -1.776 0.666 0.740
H 3.911 0.353 -0.604
H 3.108 -0.372 0.819
H 3.314 1.397 0.725
H -0.646 -1.485 -1.382
H 0.277 -1.765 0.120
H -3.590 -0.482 0.057
H -2.543 0.221 -1.280
H -1.128 1.445 0.335
H -2.105 0.824 1.766
*
```

=====

2 ends up most stable, edging out the next structure by 0.1262 hartree.

=====

1 | The following is a DFT calculation (ωB97M-V/def2-TZVPD) of one molecule with the formula C6H9N.

Output
**HOMO energy**: -0.306 Ha
**LUMO**: 1.18 eV
**Structure (SMILES)**: C=C[C@@H]1CN1C=C

The geometry in ORCA input format:
```
! RIJCOSX wB97M-V def2-TZVPD def2/J DEFGRID3
* xyz 0 1
C -1.018 1.015 1.093
C -0.179 -0.008 1.258
C 1.085 -0.304 0.503
C 1.597 0.761 -0.394
N 1.098 -0.494 -0.945
C -0.206 -0.562 -1.476
C -1.154 -1.264 -0.856
H -1.669 1.313 1.904
H -1.114 1.604 0.181
H -0.358 -0.672 2.101
H 1.787 -0.930 1.047
H 2.665 0.942 -0.496
H 0.979 1.658 -0.436
H -0.402 0.016 -2.373
H -0.917 -1.957 -0.056
H -2.204 -1.116 -1.054
*
```

=====

2 | The following is a DFT calculation (ωB97M-V/def2-TZVPD) of a 2-piece molecular cluster, C6H9N overall.

Output
**HOMO energy**: -0.318 Ha
**LUMO**: 0.97 eV
**Structure (SMILES)**: CC1=C2N[C@H]12.C=C

The geometry in ORCA input format:
```
! RIJCOSX wB97M-V def2-TZVPD def2/J DEFGRID3
* xyz 0 1
C -1.159 -1.889 -0.125
C -1.140 -0.421 -0.100
C -1.129 0.676 -0.949
N -1.104 1.684 0.093
C -1.778 0.590 0.648
H -0.933 -2.246 -1.127
H -2.128 -2.278 0.191
H -0.401 -2.272 0.560
H -1.632 2.539 -0.079
H -2.777 0.636 1.060
C 2.220 1.139 -0.068
C 2.509 -0.143 0.011
H 2.678 1.869 0.579
H 1.502 1.514 -0.777
H 3.224 -0.527 0.721
H 2.047 -0.869 -0.637
*
```

=====

3 | The following is a DFT calculation (ωB97M-V/def2-TZVPD) of one molecule with the formula C6H9N.

Output
**HOMO energy**: -0.335 Ha
**LUMO**: 1.11 eV
**Structure (SMILES)**: C1[C@H]2[C@H]3C[C@H](C3)N12

The geometry in ORCA input format:
```
! RIJCOSX wB97M-V def2-TZVPD def2/J DEFGRID3
* xyz 0 1
C -0.166 -1.835 0.270
C 0.033 -0.638 1.104
C 0.756 0.719 0.522
C -0.485 1.494 0.083
C -0.790 0.238 -0.816
C 0.788 0.165 -0.986
N -1.199 -0.875 0.242
H -0.361 -2.818 0.876
H 0.514 -1.777 -0.600
H -0.092 -0.800 2.159
H 1.542 1.171 1.042
H -1.084 1.707 1.118
H -0.404 2.537 -0.305
H -1.277 0.301 -1.707
H 0.665 1.070 -1.785
H 1.560 -0.662 -1.216
*
```

=====

4 | The following is a DFT calculation (ωB97M-V/def2-TZVPD) of a 2-piece molecular cluster, C6H9N overall.

Output
**HOMO energy**: -0.369 Ha
**LUMO**: 0.69 eV
**Structure (SMILES)**: C=C(C)C#N.C=C

The geometry in ORCA input format:
```
! RIJCOSX wB97M-V def2-TZVPD def2/J DEFGRID3
* xyz 0 1
C 0.155 -0.475 -1.489
C 1.235 -0.115 -0.792
C 1.312 1.087 0.115
C 2.435 -0.912 -0.904
N 3.407 -1.538 -0.978
H 0.154 -1.352 -2.129
H -0.762 0.100 -1.415
H 1.937 1.867 -0.332
H 1.757 0.820 1.079
H 0.312 1.492 0.291
C -1.517 -0.354 1.507
C -2.485 0.031 0.682
H -1.142 0.298 2.292
H -1.049 -1.332 1.421
H -2.854 -0.624 -0.105
H -2.946 1.013 0.753
*
```

=====

4 ends up most stable, edging out the next structure by 0.0531 hartree.

=====

1 | The following is a DFT calculation (ωB97M-V/def2-TZVPD) of one molecule with the formula C6H9N.

Output
**HOMO energy**: -0.282 Ha
**LUMO**: 1.02 eV
**Structure (SMILES)**: Cc1ccc(C)[nH]1

The geometry in ORCA input format:
```
! RIJCOSX wB97M-V def2-TZVPD def2/J DEFGRID3
* xyz 0 1
C 1.401 0.726 2.008
C 0.706 0.026 0.892
C 0.926 -1.203 0.328
C 0.097 -1.277 -0.833
C -0.668 -0.148 -0.881
C -1.828 0.131 -1.773
N -0.283 0.654 0.164
H 0.691 1.161 2.719
H 2.046 0.024 2.543
H 2.040 1.532 1.622
H 1.561 -1.975 0.749
H 0.239 -1.820 -1.750
H -1.775 1.101 -2.275
H -1.889 -0.657 -2.530
H -2.763 0.091 -1.201
H -0.502 1.635 0.220
*
```

=====

2 | The following is a DFT calculation (ωB97M-V/def2-TZVPD) of one molecule with the formula C6H9N.

Output
**HOMO energy**: -0.328 Ha
**LUMO**: 1.08 eV
**Structure (SMILES)**: CC#CCN1CC1

The geometry in ORCA input format:
```
! RIJCOSX wB97M-V def2-TZVPD def2/J DEFGRID3
* xyz 0 1
C -2.302 -2.314 -0.153
C -1.021 -1.620 -0.100
C -0.038 -0.953 -0.297
C 0.896 0.018 -0.868
N 0.671 1.379 -0.376
C 1.738 2.041 0.348
C 0.514 1.586 1.050
H -2.225 -3.379 0.076
H -2.678 -2.209 -1.176
H -3.030 -1.855 0.519
H 1.947 -0.289 -0.793
H 0.646 -0.002 -1.934
H 1.888 3.091 0.109
H 2.654 1.483 0.552
H 0.603 0.727 1.714
H -0.262 2.295 1.330
*
```

=====

1 ends up most stable, edging out the next structure by 0.1151 hartree.

=====

1 | The following is a DFT calculation (ωB97M-V/def2-TZVPD) of one molecule with the formula C6H9N.

Output
**HOMO energy (spin up / spin down)**: -0.336 / -0.336 Ha
**LUMO (spin up / spin down)**: -1.49 / -1.49 eV

The geometry in ORCA input format:
```
! RIJCOSX wB97M-V def2-TZVPD def2/J DEFGRID3
* xyz 0 1
C 1.264 -0.697 0.775
C 0.973 0.460 -0.180
C -0.226 0.167 -1.181
C -1.358 -0.696 -0.633
C 0.465 1.730 0.357
C -0.437 1.631 1.429
N -1.206 1.686 2.309
H 0.407 -0.919 1.418
H 1.531 -1.603 0.219
H 2.110 -0.443 1.421
H 1.847 0.655 -0.810
H 0.233 -0.321 -2.048
H -2.130 -0.811 -1.400
H -1.009 -1.697 -0.363
H -1.834 -0.256 0.249
H -0.632 1.113 -1.563
*
```

=====

2 | The following is a DFT calculation (ωB97M-V/def2-TZVPD) of one molecule with the formula C6H9N.

Output
**HOMO energy**: -0.284 Ha
**LUMO**: 0.92 eV
**Structure (SMILES)**: Cc1c[nH]c(C)c1

The geometry in ORCA input format:
```
! RIJCOSX wB97M-V def2-TZVPD def2/J DEFGRID3
* xyz 0 1
C -2.716 -0.354 -0.086
C -1.197 -0.225 -0.133
C -0.650 0.880 0.450
N 0.689 0.816 0.376
C 1.180 -0.278 -0.273
C 2.792 -0.125 -0.065
C -0.111 -1.016 -0.635
H -3.163 0.633 -0.277
H -3.044 -0.637 0.925
H -3.180 -1.058 -0.782
H -1.124 1.751 0.854
H 1.274 1.446 0.895
H 2.986 0.683 0.680
H 3.334 -0.973 0.371
H 3.403 0.218 -0.917
H -0.473 -1.760 -1.383
*
```

=====

3 | The following is a DFT calculation (ωB97M-V/def2-TZVPD) of one molecule with the formula C6H9N.

Output
**HOMO energy**: -0.295 Ha
**LUMO**: 1.06 eV
**Structure (SMILES)**: C1[C@H]2N1CC21CC1

The geometry in ORCA input format:
```
! RIJCOSX wB97M-V def2-TZVPD def2/J DEFGRID3
* xyz 0 1
C 1.883 1.404 -0.110
C 0.334 0.887 -0.814
N 1.548 0.165 -0.713
C 0.927 -0.916 0.072
C -0.440 -0.222 -0.053
C -1.541 -0.197 0.967
C -1.773 -0.899 -0.339
H 1.560 1.834 0.827
H 2.879 1.774 -0.455
H -0.034 1.521 -1.612
H 1.323 -0.996 1.088
H 1.060 -1.858 -0.470
H -2.037 0.755 1.128
H -1.415 -0.803 1.862
H -1.813 -1.992 -0.321
H -2.461 -0.457 -1.057
*
```

=====

2 ends up most stable, edging out the next structure by 0.0701 hartree.

=====

1 | The following is a DFT calculation (ωB97M-V/def2-TZVPD) of one molecule with the formula C4H12N2O.

Output
**HOMO energy**: -0.318 Ha
**LUMO**: 0.91 eV
**Structure (SMILES)**: NCNCCCO

The geometry in ORCA input format:
```
! RIJCOSX wB97M-V def2-TZVPD def2/J DEFGRID3
* xyz 0 1
N 1.498 -1.998 -2.012
C 1.709 -0.995 -1.002
N 0.466 -0.510 -0.347
C 0.435 0.845 0.070
C -0.901 1.502 0.346
C -1.858 0.522 1.046
O -1.180 0.121 2.285
H 0.600 -2.500 -1.724
H 1.420 -1.615 -2.974
H 2.382 -0.309 -1.237
H 2.273 -1.560 -0.049
H 0.358 -1.150 0.505
H 0.853 1.569 -0.620
H 0.930 0.869 0.998
H -1.494 1.731 -0.606
H -0.825 2.576 0.821
H -2.073 -0.334 0.341
H -2.684 1.223 1.294
H -1.909 0.014 2.865
*
```

=====

2 | The following is a DFT calculation (ωB97M-V/def2-TZVPD) of one molecule with the formula C4H12N2O.

Output
**HOMO energy**: -0.322 Ha
**LUMO**: 0.83 eV
**Structure (SMILES)**: CNC[C@H](N)CO

The geometry in ORCA input format:
```
! RIJCOSX wB97M-V def2-TZVPD def2/J DEFGRID3
* xyz 0 1
C -0.077 -0.460 2.910
N 0.546 -0.004 1.671
C -0.195 -0.515 0.510
C 0.324 0.274 -0.690
N -0.080 1.664 -0.643
C -0.055 -0.390 -2.042
O 0.464 0.380 -3.127
H -0.201 -1.543 2.821
H -1.063 -0.020 3.128
H 0.528 -0.216 3.783
H 0.499 0.997 1.613
H -0.067 -1.582 0.350
H -1.283 -0.412 0.681
H 1.412 0.152 -0.660
H -1.081 1.718 -0.769
H 0.313 2.150 -1.449
H 0.512 -1.334 -2.020
H -1.096 -0.636 -2.187
H 0.599 -0.223 -3.883
*
```

=====

2 ends up most stable, edging out the next structure by 0.0569 hartree.